Entry from the Open Molecules 2025 dataset: a 2-piece molecular cluster, C8H19N4 overall in a non-equilibrium geometry (ωB97M-V/def2-TZVPD).

Each line ends with the Löwdin charge.
CARTESIAN COORDINATES (ANGSTROEM)
C 2.7121 -0.8773 0.1768  -0.2417
C -1.0077 2.0867 -0.4081  -0.0867
C -2.2444 1.3820 0.2927  -0.1171
C -0.4849 -0.0682 0.6338  -0.0986
C -0.0115 0.8930 -0.6493  -0.3107
C -1.6448 -2.4316 -0.3826  -0.1177
C 1.8878 2.2648 0.0908  -0.1316
C -2.4314 -1.1103 -0.4174  -0.2395
N -1.8802 -0.0556 0.3956  -0.1807
N 3.3969 -1.3894 1.1769  0.0980
N 2.9983 -0.9882 -1.0618  0.0951
N 1.3201 1.2478 -0.6585  0.0499
H -1.1780 2.5480 -1.3657  0.1068
H -0.3659 2.7902 0.2276  0.1136
H -2.4252 1.8031 1.4113  0.1638
H -3.1651 1.6883 -0.3277  0.1413
H 0.0554 -1.0558 0.6430  0.1025
H -0.2085 0.4800 1.5845  0.1443
H -0.1898 0.3416 -1.5460  0.1304
H -1.4575 -2.9444 0.6698  0.1243
H -2.2419 -3.1612 -1.0908  0.1193
H -0.6662 -2.4520 -0.8086  0.0302
H 1.4878 3.1885 -0.2210  0.0873
H 2.9761 2.3738 -0.0336  0.1075
H 1.6377 2.2750 1.1016  0.0826
H -2.5196 -0.7447 -1.4450  0.1177
H -3.4499 -1.4619 -0.0530  0.1403
H 4.2229 -2.0449 1.0102  0.1516
H 3.1974 -1.0523 2.1474  0.1335
H 3.7999 -1.6162 -1.4656  0.1787
H 2.4558 -0.3689 -1.6964  0.1056

Values from the calculation:
Energy above the lowest of the compared OMol25 structures with the same formula, charge and spin   149.4 kcal/mol
Frontier orbital gap (alpha / beta)   5.58 / 6.82 eV
Net charge   +1
Calculated total energy   -14552.665 eV
HOMO energy (alpha / beta)   -0.4179 / -0.4348 Eh

=====

Entry from the Open Molecules 2025 dataset: the molecule C13H11BrN2O (ωB97M-V/def2-TZVPD).

Each line ends with the Löwdin charge.
CARTESIAN COORDINATES (ANGSTROEM)
C -3.9416 -2.0607 -0.3518  -0.0825
C -3.2165 -0.7703 -0.1503  -0.3036
C -1.8299 -0.7294 -0.1425  0.0343
C -1.1430 0.4661 0.0447  -0.2091
C -1.8601 1.6477 0.2270  -0.0271
C -3.2396 1.6258 0.2216  -0.1270
C -3.9035 0.4260 0.0348  -0.6220
Br -5.8115 0.4392 0.0351  0.7524
H -3.7995 2.5374 0.3622  0.0998
H -1.3392 2.5831 0.3726  0.1115
N 0.2511 0.5427 0.0533  0.1359
C 1.1652 -0.4665 -0.0568  -0.4188
O 0.8904 -1.6432 -0.1589  0.0854
C 2.5808 0.0072 -0.0228  -0.1165
C 3.5517 -0.8357 0.5160  0.0006
C 4.8689 -0.4160 0.5413  -0.0459
C 5.1687 0.8346 0.0184  -0.1415
N 4.2622 1.6273 -0.5267  0.0639
C 3.0064 1.2241 -0.5533  -0.1032
H 2.3212 1.9020 -1.0489  0.1154
H 6.1795 1.2199 0.0248  0.1059
H 5.6446 -1.0406 0.9555  0.1040
H 3.2529 -1.7980 0.9047  0.1218
H 0.6168 1.4751 0.1898  0.1309
H -1.2725 -1.6406 -0.2820  0.1046
H -3.2399 -2.8803 -0.4769  0.0795
H -4.5796 -2.0040 -1.2338  0.0757
H -4.5838 -2.2728 0.5030  0.0755

Values from the calculation:
Energy above the lowest of the compared OMol25 structures with the same formula, charge and spin   0.3 kcal/mol
Frontier orbital gap   8.78 eV
Calculated total energy   -88730.434 eV
HOMO energy   -0.3131 Eh
SMILES   Cc1cc(NC(=O)c2cccnc2)ccc1Br

=====

Entry from the Open Molecules 2025 dataset: a 2-piece molecular cluster, C6H10ClN3O2 overall (ωB97M-V/def2-TZVPD).

Each line ends with the Löwdin charge.
CARTESIAN COORDINATES (ANGSTROEM)
C -0.9221 -1.2535 1.0816  -0.2843
C -1.6307 0.1090 1.1988  -0.5077
C 0.5930 -1.0374 0.9413  -0.0961
C 0.9400 -0.3305 -0.3314  -0.3008
C 1.3018 0.9748 -0.5105  -0.0441
C 1.1549 -0.0592 -2.4477  -0.1900
H 1.5592 4.0798 1.3940  -0.2526
H -0.9866 -1.9373 -0.8464  0.0659
H -1.5708 -3.0168 0.2390  0.0907
H -1.1176 -1.7653 2.0328  0.1560
H 0.9340 -0.4474 1.7962  0.1201
H 1.0958 -2.0109 0.9728  0.1215
H 1.4421 1.7837 0.1899  0.0920
H 1.1891 -0.2093 -3.5205  0.1197
H 1.7071 1.9799 -2.3468  0.1500
H -2.8547 -0.7006 0.0811  0.0929
N -1.5418 -2.0310 0.0064  0.0464
N 0.8457 -0.9669 -1.5548  0.0863
N 1.4441 1.1334 -1.8688  0.0577
O -1.1857 1.0236 1.8503  0.0853
O -2.7844 0.1729 0.5380  0.1085
Cl 0.3874 4.5090 1.1050  0.2826

Values from the calculation:
Frontier orbital gap   9.55 eV
Calculated total energy   -27473.014 eV
HOMO energy   -0.3290 Eh
SMILES   N[C@@H](Cc1c[nH]cn1)C(=O)O.Cl

=====

Entry from the Open Molecules 2025 dataset: a 6-piece molecular cluster, CH14O6 overall in a non-equilibrium geometry (ωB97M-V/def2-TZVPD).

Each line ends with the Löwdin charge.
CARTESIAN COORDINATES (ANGSTROEM)
C 2.0289 -0.4346 -0.8393  -0.1410
O 1.6835 0.8648 -1.2589  -0.1571
H 3.0982 -0.5263 -0.9901  0.0847
H 1.8061 -0.5355 0.1858  0.0445
H 1.4960 -1.1832 -1.4229  0.0820
H 0.8055 0.8789 -1.7037  0.0377
H -1.2199 -1.5483 -1.1406  0.0543
H -2.5423 -1.1175 -0.3522  0.0386
O -1.9673 -0.9527 -1.1217  -0.0480
H -1.6675 -1.2538 1.8064  0.0111
H -2.9833 -0.5259 1.8837  0.0570
O -2.5974 -1.3458 1.5579  -0.0607
H 0.2828 -0.6795 2.4348  0.0287
H -0.0519 0.7218 2.6930  0.0411
O -0.3966 -0.1710 2.8675  -0.0486
H -0.9568 0.8206 -3.3047  0.0624
H -1.4042 0.3865 -1.8715  -0.0148
O -0.7788 0.9228 -2.3688  -0.0464
H 2.3861 2.1129 1.4479  0.0403
H 1.4903 1.7324 0.2550  0.0159
O 1.4886 1.8333 1.2424  -0.0818

Values from the calculation:
Energy above the lowest of the compared OMol25 structures with the same formula, charge and spin   6.7 kcal/mol
Frontier orbital gap   10.93 eV
Calculated total energy   -13549.370 eV
HOMO energy   -0.3844 Eh
SMILES   CO.O.O.O.O.O

=====

Entry from the Open Molecules 2025 dataset: C30H62F36N6P6 as an isolated structure in a non-equilibrium geometry (ωB97M-V/def2-TZVPD).

Each line ends with the Löwdin charge.
CARTESIAN COORDINATES (ANGSTROEM)
C -2.6712 20.0720 37.5778  -0.1158
C -3.6355 19.8579 36.3822  -0.1978
C -5.0186 19.6845 37.0513  -0.1335
N -6.2709 19.5326 36.1868  -0.1692
C -6.5021 20.8485 35.3433  -0.0591
C -7.8080 20.8269 34.5966  -0.1979
C -9.0272 20.4249 35.4415  -0.1962
C -8.7140 19.1713 36.3201  -0.1479
C -7.4646 19.2544 37.1043  -0.1571
C -6.0789 18.2622 35.2125  0.0798
H -2.8200 21.0042 38.1228  0.0678
H -1.6891 20.3121 37.1704  0.0683
H -2.4420 19.2877 38.2991  0.0660
H -3.2876 18.9178 35.9540  0.1107
H -3.5668 20.6769 35.6663  0.0699
H -5.2561 20.6414 37.5160  0.1239
H -5.0597 18.8651 37.7689  0.1241
H -6.6306 21.6942 36.0188  0.1029
H -5.7374 21.0411 34.5908  0.0940
H -7.9780 21.7802 34.0960  0.0826
H -7.7132 20.1158 33.7759  0.1046
H -9.1312 21.2690 36.1232  0.0257
H -9.9474 20.2743 34.8770  0.0780
H -9.4996 18.9828 37.0518  0.1177
H -8.7194 18.2859 35.6844  0.1067
H -7.5486 20.0140 37.8815  0.1289
H -7.3364 18.4429 37.8206  0.1222
H -5.1121 18.3993 34.7282  0.0777
H -6.9393 18.1053 34.5619  0.0972
H -6.0750 17.4054 35.8863  0.0937
C -6.8273 27.2739 29.9986  -0.2647
C -6.6663 27.5502 28.5562  -0.2064
C -5.9290 26.4791 27.8204  -0.1526
N -5.7287 26.6576 26.2596  -0.0933
C -4.8554 27.9690 26.0065  -0.0922
C -4.3849 28.1338 24.5818  -0.2092
C -3.5820 26.9415 24.1134  -0.2127
C -4.3518 25.5956 24.1633  -0.1192
C -4.8741 25.3986 25.6787  -0.0756
C -7.1354 26.5638 25.5459  0.0401
H -5.8569 27.3141 30.4934  0.1347
H -7.4279 26.4837 30.4491  -0.0524
H -7.4482 28.1472 30.1982  0.0694
H -6.3999 28.6036 28.4694  0.1071
H -7.6866 27.6894 28.1988  0.1072
H -6.3272 25.4917 28.0542  0.1084
H -4.9333 26.6782 28.2168  0.1148
H -3.9453 27.9045 26.6030  0.1287
H -5.3959 28.8194 26.4221  0.1149
H -3.8140 29.0594 24.6543  0.1119
H -5.2332 28.3110 23.9207  0.1089
H -2.6827 26.8893 24.7270  0.1104
H -3.1922 27.1778 23.1233  0.0957
H -3.7368 24.7305 23.9152  0.1103
H -5.2602 25.6306 23.5619  0.0873
H -3.9499 25.2561 26.2387  0.0716
H -5.4041 24.4500 25.7648  0.0810
H -7.5931 25.6552 25.9372  0.0312
H -6.9094 26.5410 24.4798  0.0819
H -7.7624 27.3748 25.9162  0.0927
C -4.5051 23.8906 33.1731  -0.0416
C -4.9586 23.4754 31.6729  -0.1444
N -6.4279 23.4974 31.5532  0.0256
C -7.4290 22.7980 32.2034  -0.0517
C -8.6877 23.1592 31.8323  -0.0314
N -8.4349 24.1175 30.7946  0.0562
C -7.1120 24.3847 30.6882  -0.0267
C -9.4106 24.9958 30.1329  -0.0778
H -3.4397 24.1210 33.1655  0.0887
H -4.7926 23.0337 33.7824  0.0473
H -5.1063 24.7385 33.5014  0.0180
H -4.5775 22.5193 31.3142  0.0486
H -4.5308 24.1698 30.9498  0.1080
H -7.1120 22.0796 32.9449  0.0775
H -9.7124 22.9288 32.0838  0.0173
H -6.7160 25.1676 30.0584  0.1318
H -8.9705 25.9451 29.8274  0.0612
H -10.1418 25.1310 30.9299  0.0359
H -10.0039 24.5012 29.3639  0.0699
C -6.9194 25.6001 33.7659  -0.1032
C -7.1602 24.5040 34.8328  -0.1302
N -8.5096 23.9760 35.0049  -0.0191
C -8.7484 22.9941 35.8814  -0.0982
C -10.0893 22.5059 35.7592  -0.0527
N -10.6463 23.4032 34.8058  -0.0396
C -9.6637 24.2977 34.3040  0.0885
C -11.9563 23.3025 34.2334  -0.0891
H -7.4051 26.5619 33.9308  -0.0743
H -7.2764 25.1007 32.8652  0.0633
H -5.9024 25.9885 33.7109  0.0966
H -6.8287 24.9322 35.7788  0.1192
H -6.4896 23.6526 34.7171  0.0825
H -7.9686 22.6381 36.5384  0.1202
H -10.6072 21.6962 36.2518  0.1413
H -9.8822 25.1046 33.6203  0.1135
H -12.4697 22.4526 34.6830  0.1179
H -11.7510 23.1444 33.1747  -0.0559
H -12.5954 24.1831 34.2984  0.1206
P -9.0736 24.0932 27.0082  0.3750
F -8.7947 22.8137 27.9541  -0.1185
F -9.7324 23.3339 25.7330  -0.1495
F -10.5505 24.1020 27.7964  -0.1994
F -9.5342 25.5450 26.4087  -0.1790
F -8.4356 25.1158 28.1784  -0.2052
F -7.5244 23.9793 26.2824  -0.2048
P -8.0753 27.2915 31.8862  0.4913
F -6.9546 26.2027 31.4803  -0.2289
F -9.0477 26.0975 32.4977  -0.1535
F -7.3602 27.5240 33.3547  -0.0905
F -9.2609 28.3447 32.3511  -0.1347
F -7.0904 28.5767 31.4822  -0.1654
F -8.7644 27.2193 30.3862  -0.1874
P -4.2056 23.7135 28.1120  0.2682
F -3.6593 22.1696 28.0716  -0.1581
F -5.3379 23.3806 29.2192  -0.1243
F -3.0212 23.8079 29.2405  -0.1649
F -4.4737 25.2992 28.2632  -0.2210
F -3.1470 24.0208 26.9337  -0.1616
F -5.3811 23.6253 27.0115  -0.1706
P -10.2381 20.6139 32.6286  0.3587
F -11.8286 20.8181 32.4443  -0.1040
F -10.1809 19.5945 31.3031  -0.1730
F -9.9905 21.7769 31.5458  -0.1478
F -8.6358 20.4124 32.6469  -0.1546
F -10.2281 21.5812 33.9618  -0.2246
F -10.4927 19.3269 33.6117  -0.1482
P -4.0073 20.9312 32.5469  0.3395
F -3.5646 20.7243 34.1971  -0.2291
F -4.7084 19.4929 32.7700  -0.1481
F -5.4322 21.5743 32.8990  -0.2236
F -4.4988 20.9232 30.9787  -0.1305
F -3.3653 22.3460 32.4350  -0.1891
F -2.5715 20.1937 31.9965  -0.1932
P -12.0337 24.4566 31.4805  0.3485
F -11.4048 25.3850 32.7142  -0.1426
F -12.6441 23.4835 32.5800  -0.1257
F -13.4530 25.3109 31.5519  -0.1805
F -12.7302 23.6697 30.3110  -0.0911
F -11.5951 25.5961 30.3635  -0.1670
F -10.6785 23.5125 31.3122  -0.2025

Values from the calculation:
Frontier orbital gap   5.98 eV
Net charge   -2
Calculated total energy   -194608.930 eV
HOMO energy   -0.1093 Eh

=====

Entry from the Open Molecules 2025 dataset: a 2-piece molecular cluster, C3H5ClS overall in a non-equilibrium geometry (ωB97M-V/def2-TZVPD).

Each line ends with the Löwdin charge.
CARTESIAN COORDINATES (ANGSTROEM)
C -0.4612 -0.4676 1.5809  0.0709
C -0.9142 -0.0175 0.4581  -0.7984
C -1.0788 1.2474 -0.2390  -0.1434
S 3.2595 -0.9732 -0.5808  0.2593
Cl -1.4186 -1.4471 -0.5129  0.5698
H 4.0716 -1.7558 -1.4316  -0.2572
H -0.1730 -1.3575 2.1190  0.0425
H -2.1466 1.4137 -0.3691  0.0804
H -0.6685 1.1574 -1.1838  0.0341
H -0.4702 2.2002 0.1592  0.1419

Values from the calculation:
Energy above the lowest of the compared OMol25 structures with the same formula, charge and spin   96.1 kcal/mol
Frontier orbital gap (alpha / beta)   9.03 / 6.43 eV
Calculated total energy   -26544.805 eV
HOMO energy (alpha / beta)   -0.3509 / -0.3271 Eh